The following is a quantum chemistry calculation of a structure of composition C17H18F6IrN2O5S2Si, from the Open Molecules 2025 dataset.

XYZ file:
```
52
Properties=species:S:1:pos:R:3
Ir 0.328 0.569 0.086
S 1.465 2.987 -0.126
S 3.051 0.926 0.043
Si -2.915 1.757 0.036
F 5.392 1.309 1.117
F 5.403 0.923 -1.017
F 5.006 -0.694 0.374
F 2.444 5.298 0.580
F 2.197 5.002 -1.553
F 0.463 5.354 -0.299
O 0.295 -1.411 -0.133
O 0.691 2.461 -1.269
O 0.677 2.596 1.066
O 2.352 0.393 1.223
O 2.485 0.274 -1.129
N -1.577 0.347 0.032
N 2.954 2.500 -0.053
C -3.343 -1.370 -0.163
C 2.166 -2.690 -1.006
C 3.451 -4.056 0.511
C -0.983 -1.948 -0.175
C -3.930 1.443 1.557
C 3.210 -3.579 -0.771
C -1.248 -3.282 -0.321
C 2.663 -3.654 1.583
C -1.987 -0.943 -0.090
C 1.670 4.837 -0.367
C -2.108 3.406 0.166
C 1.616 -2.766 1.381
C 1.419 -2.333 0.089
C -3.624 -2.701 -0.304
C 4.885 0.598 0.142
C -2.590 -3.647 -0.383
C -3.715 1.556 -1.626
H -4.651 -3.035 -0.359
H -4.731 2.189 1.556
H -3.318 1.638 2.441
H -4.394 0.468 1.680
H -2.841 -4.694 -0.501
H -4.308 0.659 -1.787
H 0.995 -2.425 2.199
H -1.536 3.689 -0.716
H 3.830 -3.895 -1.599
H 2.861 -4.025 2.579
H -2.955 4.098 0.234
H -4.141 -0.650 -0.110
H 1.962 -2.298 -1.993
H -2.959 1.611 -2.413
H -0.460 -4.017 -0.387
H 4.267 -4.746 0.678
H -1.508 3.554 1.060
H -4.376 2.416 -1.762
```

Properties
Expectation value of S²   1.23
Lowest unoccupied orbital energy (alpha / beta)   -9.52 / -9.12 eV
Net charge   +2
Max |F|   0.01457 Eh/bohr
Gap between HOMO and LUMO (alpha / beta)   0.22540 / 0.23999 hartree
ΔE to the lowest compared entry with this formula, charge and spin   33.9 kcal/mol
Multiplicity   2